1.
{
  "formula": "C6H10N5",
  "method": "ωB97M-V/def2-TZVPD",
  "multiplicity": 1,
  "e_above_lowest_kj_mol": 482.4,
  "homo_energy_ev": [-11.1, -11.1],
  "e_tot_ha": -507.98678,
  "charge": 1,
  "homo_lumo_gap_ev": [5.97, 5.97],
  "species": ["C", "C", "C", "C", "C", "C", "N", "N", "N", "N", "N", "H", "H", "H", "H", "H", "H", "H", "H", "H", "H"],
  "xyz": [[3.087764, 1.554386, -0.228112], [2.154865, 1.460351, 0.737433], [2.399163, -0.558674, -0.274881], [-3.486201, -0.438442, 0.060505], [2.224621, -1.849064, -0.640873], [0.554036, -0.295333, 1.227762], [3.257629, 0.371759, -0.862200], [-2.562792, -1.155966, 0.353583], [1.630719, 0.179126, 0.653843], [-4.312957, 0.390996, -0.106811], [-5.085566, 1.090130, -1.003345], [3.540732, 2.509488, -0.339179], [1.766046, 2.176874, 1.319381], [2.821816, -2.314610, -1.545323], [1.623450, -2.667572, -0.203809], [0.006627, 0.286854, 1.804836], [0.050711, -1.279810, 1.029346], [-2.523364, -1.537240, 1.254260], [-5.643770, 1.739676, -0.413696], [-5.565368, 0.438799, -1.640819], [4.061840, -0.101721, -1.181896]],
  "atomic_forces_ev_per_a": [[-0.27, 0.59, 1.62], [1.34, -1.67, -2.39], [-0.61, -1.99, -1.32], [-1.85, 1.70, -0.19], [1.41, -0.95, -1.51], [1.83, -2.77, -2.97], [-0.84, -0.93, -0.04], [2.71, -0.96, -0.48], [-2.34, -1.98, 1.48], [0.06, 0.39, -0.31], [-0.22, 0.16, 0.40], [0.97, 0.13, -0.87], [-1.39, 2.30, 1.98], [-1.01, 1.49, 1.93], [0.11, 1.22, 0.18], [-2.08, 3.01, 2.75], [1.33, 0.93, -0.23], [-0.31, -1.10, 1.19], [0.04, -0.95, -1.25], [-0.30, 0.75, 0.74], [1.43, 0.63, -0.74]]
}


2.
{
  "formula": "C6H10N5",
  "method": "ωB97M-V/def2-TZVPD",
  "smiles": "C=[NH+]C1=C=NC(CN)=NCN1",
  "multiplicity": 1,
  "e_above_lowest_kj_mol": 520.2,
  "homo_energy_ev": -11.6,
  "e_tot_ha": -507.97235,
  "charge": 1,
  "homo_lumo_gap_ev": 6.16,
  "species": ["C", "N", "C", "C", "N", "C", "C", "N", "N", "C", "N", "H", "H", "H", "H", "H", "H", "H", "H", "H", "H"],
  "xyz": [[-3.561005, 1.475777, 0.079262], [-2.947882, 0.360591, 0.074358], [-1.582804, 0.113803, -0.200811], [-0.734373, 0.994788, -0.765422], [0.407264, 1.225354, -0.995131], [1.273802, 0.294460, -0.129934], [2.697273, 0.715815, -0.378528], [3.543968, -0.449122, -0.181815], [1.116665, -0.604360, 0.646983], [-0.077329, -1.492546, 0.761001], [-1.218657, -1.255603, -0.129147], [-3.075336, 2.366391, -0.194929], [-4.625203, 1.392264, 0.380692], [-3.391033, -0.503750, 0.648539], [2.854312, 1.116928, -1.365291], [3.032445, 1.556217, 0.368673], [3.222423, -0.933274, 0.669683], [4.442442, -0.441216, -0.606736], [0.214439, -2.514069, 0.523887], [-0.363281, -1.510893, 1.786660], [-1.228129, -1.907564, -0.992003]],
  "atomic_forces_ev_per_a": [[-2.29, -1.32, 0.63], [0.17, -2.10, 2.51], [-1.95, -1.55, -0.60], [-0.77, -0.96, 0.85], [0.57, -0.37, -0.45], [3.87, 4.23, -1.43], [2.26, 0.65, 1.45], [-2.18, 0.21, 0.38], [-3.38, -3.62, 0.77], [0.03, -0.19, -0.77], [0.64, -0.24, -0.92], [0.37, 1.01, -0.61], [0.91, 0.67, -0.12], [1.06, 2.30, -2.22], [-0.28, 0.15, -0.38], [-1.16, -0.98, -1.16], [1.53, 0.10, -0.91], [0.52, -0.21, 0.48], [0.59, 0.06, 0.07], [-0.45, 0.30, 0.76], [-0.06, 1.85, 1.68]]
}